# 1
{
  "formula": "C31H56Cl4N6O5PS",
  "method": "wB97M-V/def2-TZVPD",
  "orbital_gap_ev": 8.1,
  "charge": 1,
  "symbols": ["C", "C", "C", "N", "N", "C", "N", "C", "C", "C", "O", "C", "C", "C", "C", "C", "N", "C", "C", "C", "C", "C", "C", "C", "O", "O", "C", "P", "N", "C", "C", "C", "C", "C", "N", "C", "S", "C", "O", "O", "H", "H", "H", "H", "H", "H", "H", "H", "H", "H", "H", "H", "H", "H", "H", "H", "H", "H", "H", "H", "H", "H", "H", "H", "H", "H", "H", "H", "H", "H", "H", "H", "H", "H", "H", "H", "H", "H", "H", "H", "H", "H", "H", "H", "H", "H", "H", "H", "Cl", "C", "C", "Cl", "H", "H", "H", "H", "Cl", "C", "C", "Cl", "H", "H", "H", "H"],
  "xyz": [[-3.2622, 4.0477, 0.1346], [-2.0402, 3.1712, 0.4281], [-2.1062, 1.8739, -0.3683], [-0.9720, 0.9694, -0.3489], [0.2941, 1.3859, -0.9246], [1.3124, 0.6509, -0.2986], [1.9951, 1.1716, 0.7154], [2.9656, 0.3448, 1.4329], [2.4898, 0.1053, 2.8791], [2.6784, -1.3698, 3.4282], [1.3488, -0.5527, 3.0878], [1.7721, 2.5480, 1.2226], [0.6586, 2.5657, 2.2817], [3.0156, 3.1981, 1.8271], [4.1313, 3.6059, 0.8673], [5.1097, 4.5784, 1.5300], [1.5576, -0.5931, -0.7189], [0.6578, -1.3234, -1.6372], [1.4451, -2.4357, -2.3582], [2.2644, -3.3923, -1.4903], [-0.4256, -2.0262, -0.7554], [0.0698, -2.3742, 0.6521], [-0.5532, -3.6759, 1.1703], [0.0433, -3.9387, 2.5267], [-0.4817, -3.6874, 3.5773], [1.2992, -4.5085, 2.4467], [0.0736, -0.3771, -2.7419], [-1.6419, -0.8785, -3.2494], [-2.8232, -0.0836, -2.6046], [0.3138, 1.1130, -2.3972], [-0.4766, 2.1576, -3.1539], [-0.6537, 3.4270, -2.6350], [-1.3280, 4.3699, -3.3722], [-1.7937, 4.0165, -4.6250], [-1.6023, 2.8196, -5.1591], [-0.9544, 1.9266, -4.4357], [2.0808, 1.4462, -3.0850], [2.7235, 2.8535, -2.2349], [2.9382, 0.3035, -2.8487], [1.8978, 1.8219, -4.4599], [-3.0522, 4.8161, -0.6050], [-4.1146, 3.4435, -0.1694], [-3.5648, 4.5687, 1.0414], [-2.0647, 2.9230, 1.4904], [-1.1141, 3.7270, 0.2790], [-2.3988, 2.0630, -1.3958], [-2.9364, 1.2880, 0.0290], [-0.8591, 0.4045, 0.4766], [3.9581, 0.7877, 1.4497], [3.0497, -0.6483, 1.0197], [2.6922, 0.8884, 3.6130], [3.0595, -0.9373, 4.3882], [2.1776, -2.1694, 3.9750], [1.4566, 3.1901, 0.4050], [1.0732, 2.3984, 3.2742], [-0.1177, 1.8377, 2.0787], [0.2004, 3.5503, 2.2926], [2.6523, 4.1165, 2.2897], [3.4333, 2.6073, 2.6426], [4.6779, 2.7383, 0.4955], [3.6713, 4.1460, 0.0389], [5.8176, 4.0743, 2.1822], [5.6559, 5.1309, 0.7689], [4.5578, 5.3267, 2.0977], [2.5377, -0.7898, -0.8755], [0.7064, -2.9822, -2.9428], [2.1151, -1.9606, -3.0724], [2.7404, -2.9114, -0.6392], [3.0467, -3.8341, -2.1023], [1.6616, -4.2264, -1.1350], [-0.7066, -2.9535, -1.2518], [-1.3333, -1.4327, -0.6753], [1.1451, -2.5134, 0.6682], [-0.2320, -1.6005, 1.3577], [-1.6332, -3.5986, 1.2702], [-0.2933, -4.5140, 0.5245], [1.9842, -3.8569, 2.6403], [0.6766, -0.5603, -3.6380], [-1.6683, -2.2605, -3.0237], [-1.5839, -0.7981, -4.6450], [-3.4254, -0.6978, -2.0672], [-0.2748, 3.6735, -1.6563], [-1.5073, 5.3664, -2.9990], [-2.3289, 4.7392, -5.2244], [-0.7675, 0.9824, -4.9205], [3.0748, 3.5152, -3.0227], [3.5626, 2.5416, -1.6248], [1.9488, 3.3606, -1.6722], [-7.2013, 0.4204, -1.9912], [-6.8130, -1.2903, -2.2908], [-6.5356, -2.0371, -1.0119], [-5.0201, -1.4817, -0.2400], [-5.9600, -1.3228, -2.9645], [-7.6726, -1.7359, -2.7880], [-6.4194, -3.0993, -1.2166], [-7.3360, -1.9037, -0.2899], [-2.2168, -7.6580, 4.0162], [-1.4127, -6.5202, 5.1338], [-0.5284, -7.2254, 6.1272], [-1.4615, -8.1906, 7.2989], [-2.1869, -5.9430, 5.6318], [-0.8171, -5.8485, 4.5233], [0.0328, -6.4864, 6.6963], [0.1710, -7.8920, 5.6298]],
  "atomic_forces_ev_per_a": [[0.18, 0.14, 0.38], [-0.27, -0.11, 0.43], [-0.05, 0.44, 0.13], [-0.23, -0.09, -0.51], [-0.02, -0.33, 0.06], [-0.02, -0.06, 0.44], [0.34, 0.14, -0.65], [-0.48, -0.34, 1.02], [0.60, -1.21, -1.82], [-0.51, 2.54, 2.02], [0.04, 0.22, 0.85], [-0.26, 0.36, 0.59], [0.22, 0.05, -0.03], [0.35, 0.05, -0.26], [-0.14, 0.38, 0.33], [-0.16, 0.02, -0.23], [0.35, 0.62, -0.86], [-0.67, -0.40, 0.18], [0.49, 0.48, 0.06], [-0.31, -0.31, -0.34], [0.18, -0.11, 0.12], [-0.67, -0.44, -0.10], [0.01, -0.16, 0.26], [-0.26, 0.01, 0.41], [0.41, 0.02, -0.45], [-0.06, 0.12, -0.29], [0.31, -0.01, -0.03], [-0.95, 0.60, 0.48], [0.29, -0.36, -0.27], [0.15, -0.01, -0.02], [-0.17, -0.15, 0.38], [0.18, 0.04, 0.23], [-0.15, 0.25, -0.12], [-0.09, 0.19, -0.06], [-0.06, -0.06, -0.18], [0.12, -0.13, 0.02], [0.15, -0.18, -0.89], [0.17, 0.22, -0.10], [0.02, 0.13, 0.46], [-0.18, -0.10, 0.17], [-0.10, -0.12, -0.27], [-0.04, 0.01, -0.20], [-0.02, 0.10, 0.01], [0.10, -0.06, 0.06], [0.08, -0.01, -0.18], [0.10, -0.07, -0.12], [0.02, -0.17, 0.00], [0.20, 0.16, 0.15], [-0.03, 0.18, -0.16], [-0.11, 0.03, -0.29], [0.33, -0.12, -0.08], [-0.50, -0.27, 0.31], [0.34, -1.27, -1.38], [-0.07, -0.34, -0.33], [-0.08, -0.15, 0.07], [-0.06, -0.07, 0.04], [-0.04, 0.07, 0.03], [-0.10, 0.00, 0.08], [-0.08, -0.03, 0.11], [-0.06, -0.04, -0.26], [0.02, -0.20, -0.22], [0.04, 0.02, 0.11], [0.23, -0.10, 0.00], [0.03, -0.01, 0.17], [0.01, -0.27, 0.22], [0.01, -0.11, -0.06], [0.05, 0.09, -0.03], [0.10, 0.00, 0.06], [0.10, 0.01, 0.00], [-0.03, 0.06, 0.28], [0.03, -0.06, -0.07], [-0.02, 0.09, -0.08], [0.10, 0.25, 0.13], [0.40, 0.21, 0.05], [-0.07, 0.02, -0.05], [-0.05, 0.00, -0.13], [0.04, -0.04, 0.29], [-0.07, -0.09, -0.12], [0.33, -0.15, -0.22], [0.25, -0.16, -0.08], [-0.19, 0.21, 0.09], [-0.02, 0.02, 0.13], [0.05, 0.06, 0.09], [-0.08, 0.01, -0.11], [0.03, -0.07, -0.14], [0.02, 0.04, -0.06], [-0.07, -0.06, 0.18], [-0.06, -0.02, 0.09], [0.02, 0.02, 0.00], [-0.01, -0.01, -0.05], [-0.09, -0.06, -0.06], [0.07, -0.05, 0.11], [0.02, 0.03, 0.01], [-0.02, 0.00, 0.02], [0.05, 0.01, -0.02], [0.03, 0.06, 0.04], [-0.01, 0.01, 0.00], [-0.02, 0.04, -0.03], [0.05, 0.00, 0.02], [0.01, -0.01, -0.01], [-0.04, -0.04, 0.01], [0.05, 0.01, 0.04], [-0.02, 0.02, 0.01], [-0.03, -0.04, -0.01]],
  "mulliken_charge": [-1.477, 0.144, -1.463, 0.412, 1.558, -2.454, 0.940, -1.087, 0.467, -1.260, -0.356, 1.043, -1.976, -1.324, 0.129, -1.578, 0.318, 0.212, -0.936, -1.314, -1.566, -0.276, -0.819, 0.455, -0.579, -0.543, -0.562, 0.079, -0.394, -0.311, 0.505, -0.621, -0.930, -0.756, -0.753, 0.265, 1.653, -1.149, -0.735, -0.709, 0.257, 0.351, 0.437, 0.490, -0.142, 0.399, 0.834, 0.154, 0.512, 0.514, 0.482, 0.322, 0.458, -0.002, 0.551, 0.192, 0.569, 0.663, 0.058, 0.235, 0.166, 0.370, 0.428, 0.347, 0.727, 0.552, 0.686, 0.204, 0.516, 0.287, 0.944, 0.436, -0.050, 0.257, 0.354, 0.481, 0.324, 0.848, 0.175, 0.159, -0.006, 0.502, 0.518, 0.419, 0.626, 0.571, 0.509, 0.066, -0.174, -0.419, -0.542, -0.131, 0.254, 0.364, 0.296, 0.362, -0.199, 0.007, -0.431, -0.188, 0.351, -0.174, 0.298, 0.325]
}

---

# 2
{
  "formula": "C4H9NO",
  "method": "wB97M-V/def2-TZVPD",
  "orbital_gap_ev": 9.4,
  "symbols": ["C", "C", "N", "C", "C", "O", "H", "H", "H", "H", "H", "H", "H", "H", "H"],
  "xyz": [[0.6344, 0.5174, 1.4580], [0.9749, 0.5361, -0.0149], [0.8788, -0.7209, -0.7616], [-0.1617, 0.0603, -1.3946], [-1.5058, -0.3132, -0.7875], [-1.5273, -1.2397, 0.2774], [0.5894, 1.5390, 1.8496], [-0.3210, 0.0201, 1.6306], [1.4148, -0.0238, 2.0038], [1.9033, 1.0610, -0.2541], [1.6754, -0.7925, -1.3883], [0.2517, 1.2398, -0.6624], [-2.0473, -0.7229, -1.6582], [-2.0585, 0.5836, -0.4831], [-0.7011, -1.7443, 0.1853]],
  "atomic_forces_ev_per_a": [[-0.03, -0.01, 0.02], [0.22, 0.12, 0.25], [0.10, 0.01, -0.21], [-0.17, -0.26, 0.01], [-0.10, 0.27, -0.21], [0.16, -0.21, -0.04], [0.00, -0.14, -0.07], [0.16, 0.12, 0.02], [-0.10, 0.07, -0.08], [-0.15, -0.06, 0.00], [-0.13, -0.01, 0.11], [-0.01, 0.08, 0.08], [0.09, 0.06, 0.11], [0.09, -0.10, -0.06], [-0.13, 0.04, 0.07]],
  "mulliken_charge": [-1.139, -0.031, -0.474, -0.418, -0.325, -0.558, 0.325, 0.349, 0.282, 0.534, 0.326, 0.162, 0.288, 0.314, 0.364]
}

---

# 3
{
  "formula": "H21O11",
  "method": "wB97M-V/def2-TZVPD",
  "orbital_gap_ev": 9.3,
  "charge": -1,
  "symbols": ["O", "H", "O", "H", "H", "O", "H", "H", "O", "H", "H", "O", "H", "H", "O", "H", "H", "O", "H", "H", "O", "H", "H", "O", "H", "H", "O", "H", "H", "O", "H", "H"],
  "xyz": [[-0.6444, 0.2226, -0.2393], [0.3041, 0.0958, -0.0103], [0.8026, 1.1372, -2.4447], [0.2525, 0.9651, -1.6443], [1.0915, 0.2669, -2.7059], [-2.0734, 0.7180, 1.9618], [-1.5567, 0.5746, 1.1794], [-2.3733, 1.6016, 1.8466], [2.5710, -2.3185, 0.6284], [2.8837, -2.4718, 1.4919], [2.2247, -1.3756, 0.6973], [0.2551, -1.8668, -1.8588], [0.3243, -2.3428, -1.0548], [-0.0885, -1.0546, -1.4916], [-0.0601, 2.7483, 0.5646], [0.9204, 2.6784, 0.7185], [-0.2822, 1.9010, 0.1386], [-2.3057, 1.2233, -2.0868], [-1.6836, 0.9199, -1.3949], [-2.0114, 0.6369, -2.8358], [-2.8172, -1.2404, -0.6498], [-2.0720, -0.6065, -0.6222], [-2.9371, -1.5746, 0.2329], [0.7262, 0.6312, 2.7686], [1.1757, 1.4434, 2.5387], [-0.0428, 0.5741, 2.2150], [-0.2076, -2.0768, 0.8418], [-0.0928, -2.0662, 1.7737], [-0.5106, -1.1681, 0.4937], [2.5382, 0.2670, -0.2659], [2.9832, 0.4914, -1.0459], [2.7062, 1.0659, 0.2596]],
  "atomic_forces_ev_per_a": [[1.73, 0.54, 0.53], [-0.54, 0.33, -0.35], [-0.16, 0.55, 0.28], [0.35, 0.17, -0.74], [0.08, -0.60, -0.13], [-0.48, -0.78, 1.51], [0.50, -0.44, -1.48], [-0.43, 1.18, 0.03], [-0.71, 1.83, -1.08], [0.62, -0.52, 1.65], [0.59, -1.84, -0.52], [0.35, 0.43, -1.64], [0.35, -1.38, 1.30], [-0.55, 0.58, -0.21], [1.80, 0.44, 0.53], [-1.58, 0.26, -0.41], [-0.24, -0.20, -0.09], [0.67, -0.90, -1.21], [-0.39, 0.53, -0.26], [-0.61, 0.99, 0.96], [-0.34, 0.08, -0.73], [-0.69, -0.82, 0.28], [0.22, -0.05, 0.48], [1.30, -0.51, 0.69], [-0.24, 0.21, -0.05], [-0.93, 0.33, -0.22], [-0.70, 0.46, -1.40], [0.11, 0.31, 1.10], [0.02, -1.47, 0.99], [-0.60, 0.62, 2.39], [0.73, 0.10, -2.28], [-0.24, -0.43, 0.11]],
  "mulliken_charge": [0.304, 0.097, -0.740, 0.357, 0.356, -0.694, 0.033, 0.338, -0.598, 0.277, 0.354, -0.745, 0.354, 0.207, -0.668, 0.254, 0.276, -0.685, -0.029, 0.370, -0.686, 0.147, 0.317, -0.644, 0.258, 0.369, -0.699, 0.308, 0.231, -0.505, 0.242, 0.242]
}

---

# 4
{
  "formula": "C4H7NO",
  "method": "wB97M-V/def2-TZVPD",
  "orbital_gap_ev": 10.8,
  "smiles": "COC12CN1C2",
  "symbols": ["C", "N", "C", "C", "O", "C", "H", "H", "H", "H", "H", "H", "H"],
  "xyz": [[-1.4201, -0.4370, 1.1107], [0.1010, 0.4375, -1.1796], [1.0735, 1.3491, -0.5377], [0.6129, 0.1596, 0.1663], [-0.1201, 0.1017, 1.3103], [0.8615, -0.8088, -0.8990], [-1.3762, -1.5174, 0.9271], [-1.9794, -0.2567, 2.0277], [-1.9104, 0.0538, 0.2634], [2.0862, 1.4044, -0.9406], [0.6305, 2.2979, -0.2446], [0.2415, -1.7018, -0.9434], [1.8595, -0.9217, -1.3278]],
  "atomic_forces_ev_per_a": [[-0.26, -0.16, 0.04], [-0.17, 0.07, -0.19], [0.21, 0.28, 0.04], [0.04, 0.00, 0.04], [0.01, 0.09, -0.04], [0.10, -0.31, -0.07], [0.00, 0.10, 0.02], [0.06, -0.01, -0.07], [0.04, -0.08, 0.15], [-0.09, -0.07, 0.06], [0.07, -0.12, -0.06], [0.07, 0.14, -0.01], [-0.10, 0.07, 0.08]],
  "mulliken_charge": [-0.792, -0.464, -0.333, 0.362, -0.368, -0.218, 0.273, 0.276, 0.354, 0.229, 0.229, 0.230, 0.221]
}

---

# 5
{
  "formula": "C16H17N",
  "method": "wB97M-V/def2-TZVPD",
  "orbital_gap_ev": 8.8,
  "smiles": "Cc1c[nH]c2ccccc12.Cc1ccccc1",
  "symbols": ["C", "C", "C", "C", "C", "C", "C", "H", "H", "H", "H", "H", "H", "H", "H", "C", "C", "C", "C", "C", "C", "C", "C", "C", "N", "H", "H", "H", "H", "H", "H", "H", "H", "H"],
  "xyz": [[-1.2033, 1.6473, -1.0313], [0.7444, 1.8432, -2.5853], [-0.2943, 1.0792, -2.0854], [1.6903, 1.2312, -3.4108], [-0.4315, -0.2660, -2.4222], [1.5323, -0.0843, -3.8117], [0.4984, -0.8343, -3.2817], [0.8084, 2.9219, -2.5018], [2.5332, 1.8619, -3.6680], [-0.6058, 2.1195, -0.2429], [-1.8957, 0.9468, -0.5752], [-1.2163, -0.8251, -1.9410], [2.2378, -0.4802, -4.5298], [0.3231, -1.8388, -3.6597], [-1.7273, 2.5253, -1.4181], [2.6073, 0.1855, 1.8207], [-0.8375, -1.1846, 1.5022], [0.0259, -0.2269, 2.0227], [1.2942, -0.3516, 1.3321], [1.0489, -1.2061, 0.3124], [-2.1239, -1.3655, 2.0463], [-2.5374, -0.4635, 2.9845], [-0.4145, 0.6545, 3.0281], [-1.7585, 0.6736, 3.3296], [-0.2442, -1.7597, 0.3961], [-0.2968, -2.7358, 0.1504], [-2.6322, -2.2543, 1.6882], [1.6644, -1.5079, -0.5176], [-3.5491, -0.4233, 3.3713], [0.1892, 1.5557, 3.1229], [2.5248, 0.5572, 2.8257], [3.0390, 0.9164, 1.1285], [-2.2824, 1.5588, 3.6476], [3.3394, -0.6187, 1.7622]],
  "atomic_forces_ev_per_a": [[0.27, 1.29, 0.01], [0.41, -0.57, -1.12], [-0.67, -0.24, 1.12], [-0.37, 0.79, 0.49], [0.86, 0.63, -0.08], [0.62, 0.27, 0.16], [-0.80, -0.44, -0.76], [-0.06, -0.06, 0.69], [0.06, -0.31, -0.56], [0.07, -0.47, 0.14], [-0.03, -0.11, -0.13], [-0.10, -0.22, -0.17], [-0.04, -0.30, 0.09], [0.20, -0.02, 0.23], [-0.45, -0.23, -0.18], [0.19, -0.18, -1.58], [-0.71, 0.06, 0.30], [0.59, -0.53, 0.81], [-0.42, 0.06, 0.19], [-0.08, -0.56, 0.09], [1.18, -0.84, -0.56], [-0.78, 1.30, 0.09], [-0.20, 1.41, -1.66], [0.29, -1.17, -0.35], [0.87, 0.35, -0.02], [-0.51, 0.06, -0.03], [-0.66, 0.29, 0.27], [0.27, -0.12, 0.09], [-0.09, -0.52, -0.17], [0.00, -0.15, 0.64], [0.10, 0.26, 0.31], [-0.25, 0.41, 0.35], [0.20, 0.02, 0.85], [0.01, -0.15, 0.45]],
  "mulliken_charge": [-1.574, -0.673, 1.218, -0.438, -0.384, -0.576, -0.494, 0.401, 0.380, 0.292, 0.248, 0.356, 0.396, 0.361, 0.483, -1.431, -0.291, 1.090, 0.305, -0.648, -0.848, -0.426, -0.359, -0.635, 0.058, 0.281, 0.398, 0.451, 0.350, 0.310, 0.410, 0.309, 0.358, 0.323]
}

---

# 6
{
  "formula": "C2H6N3S",
  "method": "wB97M-V/def2-TZVPD",
  "orbital_gap_ev": 9.2,
  "charge": 1,
  "smiles": "C1=[NH+]CNSN1",
  "symbols": ["C", "C", "N", "N", "N", "S", "H", "H", "H", "H", "H", "H"],
  "xyz": [[-0.5227, 1.1476, -0.0350], [-0.0966, -1.2437, 0.3502], [0.6584, 1.5743, -0.0470], [0.9917, -0.9950, -0.4770], [-0.9227, -0.0771, 0.1936], [2.0971, 0.0288, 0.1332], [-1.2802, 1.7837, -0.3362], [-0.7449, -2.0758, 0.2231], [0.1371, -1.4994, 1.4526], [0.7382, 2.5386, -0.4580], [0.8743, -1.1657, -1.4453], [-1.9296, -0.0164, 0.4457]],
  "atomic_forces_ev_per_a": [[-0.08, -1.03, -0.17], [-1.61, -0.33, 3.61], [3.86, 1.21, -0.38], [2.58, -0.80, 0.99], [-2.93, 0.38, 1.35], [-2.39, 1.47, -1.27], [-1.58, 1.51, -0.31], [-0.20, -1.03, -1.53], [0.51, 1.15, -1.52], [0.58, -1.36, 0.70], [0.22, 0.03, -1.06], [1.04, -1.18, -0.40]],
  "mulliken_charge": [0.054, -0.397, -0.353, -0.252, -0.188, 0.259, 0.388, 0.367, 0.276, 0.296, 0.294, 0.258]
}

---

Highest occupied orbital energy in eV, matching the order above: -11.254, -8.399, -6.743, -9.720, -7.931, -14.454